(1)
The following is a DFT calculation (ωB97M-V/def2-TZVPD) of an isolated molecule of C4H3BrN2O2 in a non-equilibrium geometry.

The geometry in XYZ format:
```
12
Properties=species:S:1:pos:R:3:forces:R:3:nbo_charge:R:1
O -0.27286 0.55030 2.08662 -0.116 -0.367 0.270 -0.547
C -0.07909 1.29354 1.18069 0.209 0.569 0.245 0.647
O -0.38403 1.05440 -0.09620 -0.143 -0.117 -0.564 -0.478
C -0.96601 -0.19728 -0.39329 -0.355 -0.579 -0.070 -0.071
C -0.27596 -1.48120 -0.00140 -0.222 0.431 0.091 0.058
N -1.10173 -2.32907 0.46838 1.631 -0.844 -0.114 -0.219
N -2.36300 -1.78375 0.57342 -1.650 1.136 0.010 -0.263
C -2.33107 -0.57267 0.17789 0.667 -0.094 -0.121 0.129
Br -3.77990 0.57046 0.12042 -0.214 0.104 0.056 0.140
H 0.37726 2.29159 1.24816 -0.041 -0.105 0.055 0.135
H -1.06648 -0.19831 -1.49063 -0.049 -0.031 0.227 0.257
H 0.76356 -1.70665 -0.13785 0.282 -0.103 -0.085 0.213
```
Positions in Å, forces in eV/Å.

As for the total charge: 0. The value obtained for the molar mass is 190.98 g mol⁻¹. The value obtained for the LUMO energy is -0.17 eV. For the energy above the lowest of the compared OMol25 structures with the same formula, charge and spin, the calculation gives 1.665 eV. As for the structure (SMILES): O=CO[C@H]1C=NN=C1Br. The total energy is -81312.1892 eV. The value obtained for the largest force on an atom is 0.039 hartree/bohr.

***

(2)
The following is a DFT calculation (ωB97M-V/def2-TZVPD) of a structure of composition C5H4 in a non-equilibrium geometry.

The geometry in XYZ format:
```
9
Properties=species:S:1:pos:R:3:forces:R:3:nbo_charge:R:1
C 1.76791 0.10708 0.44469 -2.467 -0.980 -0.535 0.538
C -2.65159 0.14228 0.31122 -5.788 -1.471 0.804 -0.090
C -1.51858 0.46857 0.16781 6.309 0.789 -0.460 -0.479
C 0.70936 -0.77657 -0.07227 1.472 0.491 1.650 -0.700
C -0.12703 0.51219 -0.15607 -0.784 0.756 -0.625 -0.430
H 0.38272 -1.52389 0.76371 0.290 1.174 -1.402 0.335
H 0.99247 -1.19047 -1.02008 -0.017 -0.898 -0.361 0.286
H 0.39807 1.15087 0.64010 0.473 0.643 0.417 0.270
H 0.04666 1.10993 -1.07913 0.512 -0.505 0.512 0.270
```
Positions in Å, forces in eV/Å.

As for the total charge: 0. The value obtained for the molar mass is 64.09 g mol⁻¹. The value obtained for the LUMO energy (spin up / spin down) is -3.46 / -3.45 eV. For the energy above the lowest of the compared OMol25 structures with the same formula, charge and spin, the calculation gives 8.048 eV. The total energy is -5238.1472 eV. The value obtained for the largest force on an atom is 0.124 hartree/bohr.

***

(3)
The following is a DFT calculation (ωB97M-V/def2-TZVPD) of a structure of composition C29H33F5N11O5RbS.

The geometry in XYZ format:
```
85
Properties=species:S:1:pos:R:3:forces:R:3:lowdin_charge:R:1
Rb 0.42022 -0.06999 -0.26100 -0.244 -0.105 0.168 0.772
O 5.04836 -0.71405 1.78847 -0.074 0.039 0.015 -0.056
C 3.92527 -0.89293 1.27744 0.007 -0.082 -0.059 -0.664
O 2.95894 -0.09092 1.20934 0.078 -0.079 -0.064 -0.124
C 3.64599 -2.33618 0.75608 -0.035 -0.010 0.014 -0.105
C 2.36678 -2.91370 1.40220 -0.041 0.016 0.060 -0.256
C 2.45518 -4.44729 1.46151 -0.031 0.039 -0.072 -0.110
C 2.34052 -4.79571 -0.04824 0.065 0.050 0.038 -0.107
C 2.05549 -3.40459 -0.65721 0.184 0.110 -0.020 -0.302
O 1.34647 -2.74777 0.40631 -0.001 -0.156 -0.257 -0.167
C 3.34686 -2.58400 -0.76234 -0.085 0.042 0.045 -0.110
C 3.21210 -1.34570 -1.69930 0.044 -0.009 -0.070 -0.680
O 4.26289 -0.73108 -1.95127 -0.059 -0.027 0.041 -0.029
O 2.06398 -1.12437 -2.17822 0.063 -0.056 -0.136 -0.182
H 4.50078 -2.94412 1.05539 0.051 0.048 0.019 0.131
H 2.05057 -2.40908 2.31123 -0.001 -0.015 0.021 0.155
H 3.37533 -4.80473 1.92471 0.022 0.017 -0.015 0.103
H 1.60310 -4.84479 2.01775 0.020 -0.011 0.016 0.101
H 3.25790 -5.22561 -0.45475 -0.003 -0.011 0.002 0.103
H 1.52684 -5.50119 -0.24116 -0.018 0.026 0.010 0.093
H 1.45875 -3.38026 -1.56581 0.040 -0.005 -0.029 0.134
H 4.15354 -3.17935 -1.19733 0.023 -0.016 0.023 0.139
C 0.98277 2.74830 3.77316 -0.009 0.003 0.012 -0.073
N -0.08839 1.89508 4.25768 -0.010 -0.008 0.063 -0.183
C -0.01645 1.64222 5.68476 -0.015 0.007 -0.021 -0.092
C -0.33550 0.75845 3.45091 0.154 0.252 -0.058 -0.447
N 0.43876 0.24752 2.60635 -0.217 -0.190 0.061 0.132
N -1.65726 0.31175 3.67194 0.055 0.036 -0.038 0.119
C -2.31433 -0.70384 2.98966 -0.067 -0.050 -0.100 -0.532
N -3.69061 -0.66921 3.29007 0.025 0.030 0.018 0.108
N -1.76059 -1.52266 2.19324 0.063 0.000 0.087 0.145
H 0.95071 3.68573 4.33167 0.004 -0.006 0.004 0.084
H 0.81041 2.97256 2.72134 0.004 0.002 0.016 0.068
H 1.97904 2.29939 3.89452 -0.010 -0.001 -0.006 0.094
H -0.19280 2.57054 6.23349 0.011 0.007 0.003 0.076
H 0.96736 1.24837 5.98321 0.004 -0.013 -0.002 0.084
H -0.77567 0.91773 5.97596 -0.012 0.011 0.001 0.071
H 1.37650 0.64510 2.57755 0.101 -0.090 -0.040 0.034
H -2.25276 1.10008 3.88433 -0.013 0.004 -0.007 0.111
H -3.90925 -0.36179 4.22532 -0.008 -0.012 0.010 0.076
H -4.17179 -1.51722 3.04101 -0.005 -0.006 -0.008 0.074
H -2.44004 -2.19273 1.84050 -0.027 0.023 -0.007 0.033
N -5.30988 -1.10514 -1.95671 0.008 -0.117 -0.056 0.152
C -5.66892 0.22641 -1.95131 0.095 0.116 0.028 -0.200
C -6.88276 0.88140 -2.12496 -0.034 0.032 -0.002 -0.050
C -6.85703 2.26343 -2.03550 0.003 -0.050 -0.005 -0.117
C -5.66745 2.96324 -1.78239 0.046 -0.001 0.015 -0.089
C -4.46213 2.30768 -1.61065 -0.012 0.035 -0.009 0.005
C -4.47050 0.91719 -1.69756 -0.175 0.008 -0.027 -0.209
N -3.42843 0.02515 -1.54664 0.140 -0.059 0.063 0.215
C -3.95207 -1.14879 -1.70296 -0.061 0.116 0.007 -0.269
C -3.20885 -2.40422 -1.61678 0.040 0.074 -0.010 -0.316
C -3.66250 -3.64040 -1.95958 0.009 -0.131 0.021 -0.379
S -2.44921 -4.80986 -1.64192 0.034 0.080 0.024 0.988
C -1.41066 -3.54123 -1.07354 -0.008 -0.160 -0.007 -0.419
N -1.92684 -2.36626 -1.13013 -0.036 0.178 0.110 0.070
H -5.92463 -1.89284 -2.03847 -0.003 0.005 0.007 0.142
H -7.80562 0.34492 -2.31287 0.009 0.006 -0.002 0.093
H -7.78042 2.81773 -2.15477 -0.001 -0.005 -0.003 0.087
H -5.69833 4.04210 -1.69847 0.008 -0.009 -0.003 0.099
H -3.54337 2.83627 -1.38771 -0.023 -0.012 -0.027 0.108
H -4.61601 -3.91049 -2.38431 0.027 -0.024 0.005 0.059
H -0.41844 -3.72919 -0.68252 -0.064 -0.039 0.018 0.063
C 1.50682 1.15594 -4.33581 0.078 0.206 0.024 -0.065
C 0.31784 1.31495 -3.50803 0.265 -0.482 0.295 -0.287
N -0.54352 1.29680 -2.74947 -0.288 0.388 -0.361 0.105
H 1.39678 0.27200 -4.96076 0.020 -0.025 0.040 0.080
H 2.35385 0.99826 -3.66393 -0.024 -0.117 -0.007 0.077
H 1.67315 2.03283 -4.96065 -0.030 0.021 0.009 0.069
N 1.25814 3.59102 -0.00503 0.048 0.015 -0.005 -0.018
C 2.16532 4.50487 0.38579 -0.020 -0.055 0.016 -0.138
C 3.40823 3.97501 0.11018 0.017 -0.024 0.030 -0.091
C 3.13909 2.70130 -0.43321 -0.045 0.007 -0.068 -0.158
N 1.83514 2.48692 -0.50331 -0.061 0.133 0.078 -0.023
H 0.25678 3.59699 0.19677 0.022 -0.020 0.073 0.085
H 1.85716 5.43056 0.84361 0.002 0.003 -0.015 0.104
H 4.36844 4.42192 0.30648 -0.011 -0.005 -0.009 0.074
H 3.81576 1.91719 -0.74236 0.000 0.026 0.012 0.105
F -1.67725 5.09567 1.96794 0.010 -0.012 0.030 -0.090
C -1.64438 3.84442 1.28714 0.128 0.221 -0.205 -0.243
F -1.91229 4.24701 -0.07010 -0.072 -0.039 0.035 -0.104
C -2.96800 3.22712 1.68697 -0.076 -0.107 0.123 -0.603
F -3.15393 2.03686 1.08817 0.004 0.021 0.041 0.107
F -3.01012 2.99782 3.03087 -0.011 0.020 -0.007 0.078
F -4.09129 3.95811 1.42388 0.006 -0.022 -0.012 0.083
```
Positions in Å, forces in eV/Å.

As for the total charge: -2. The value obtained for the molar mass is 828.18 g mol⁻¹. The value obtained for the LUMO energy is 3.26 eV. For the energy above the lowest of the compared OMol25 structures with the same formula, charge and spin, the calculation gives 0.946 eV. The total energy is -82318.0464 eV. The value obtained for the largest force on an atom is 0.012 hartree/bohr.

***

(4)
The following is a DFT calculation (ωB97M-V/def2-TZVPD) of an isolated molecule of C8H12 in a non-equilibrium geometry.

The geometry in XYZ format:
```
20
Properties=species:S:1:pos:R:3:forces:R:3:nbo_charge:R:1
C -2.64114 0.72998 0.03327 4.115 -2.759 1.783 -0.442
C -1.73660 -0.05104 0.69540 1.063 1.326 -4.236 -0.188
C -0.17321 -0.45964 -0.21125 -3.706 2.779 2.848 0.014
C -0.34011 -1.91641 -0.28741 2.838 -0.736 0.512 -0.629
C 0.30939 0.55359 -1.24845 0.987 -1.821 -0.580 -0.237
C 0.53682 1.68164 -0.34246 -1.101 -0.678 1.447 -0.398
C 1.02329 0.33012 0.17224 -0.380 0.832 -2.177 -0.025
C 2.35201 0.03604 0.79811 0.340 -2.637 -1.610 -0.623
H -3.58192 0.85601 0.40546 -2.493 0.624 0.609 0.193
H -2.25641 1.08430 -0.87258 -0.139 1.039 -1.390 0.196
H -1.99572 -0.63924 1.53480 0.076 -0.416 1.080 0.178
H -1.20785 -2.24125 -0.73976 -1.995 -0.215 -1.247 0.227
H -0.34664 -2.44196 0.68354 0.288 0.599 -0.116 0.219
H 0.49196 -2.30162 -0.86234 0.357 -0.619 -0.201 0.205
H 0.68531 0.41549 -2.32161 -0.604 0.028 1.928 0.237
H 1.20380 2.46226 -0.57656 1.261 0.441 -0.483 0.209
H -0.30423 2.08989 0.19565 -0.500 0.081 0.015 0.199
H 3.23628 -0.31742 0.10195 -1.869 0.596 1.248 0.216
H 2.09302 -0.76475 1.52649 0.797 0.379 -0.293 0.225
H 2.65194 0.89400 1.31553 0.663 1.157 0.862 0.222
```
Positions in Å, forces in eV/Å.

As for the total charge: 0. The value obtained for the molar mass is 108.18 g mol⁻¹. The value obtained for the LUMO energy is 1.07 eV. For the energy above the lowest of the compared OMol25 structures with the same formula, charge and spin, the calculation gives 3.818 eV. As for the structure (SMILES): C=C[C@@]1(C)[C@H]2C[C@]21C. The total energy is -8485.7648 eV. The value obtained for the largest force on an atom is 0.106 hartree/bohr.

***

Question: What is the formula in the fourth record?
Answer: C8H12

***

Question: Which of these has the lowest largest force on an atom?
Answer: C29H33F5N11O5RbS